C19H25FN3O13P2S2Zr | the ωB97M-V functional and the def2-TZVPD basis

Geometry (Å):
Zr -4.22 -1.56 0.13
C -5.41 2.58 -1.95
C -4.88 2.57 -0.48
O -5.29 3.80 0.17
P -3.02 2.55 -0.49
O -2.72 1.22 -1.35
O -2.67 3.71 -1.53
O -2.49 2.65 0.85
P -5.59 1.10 0.28
O -5.77 -0.15 -0.96
O -6.86 1.48 0.87
O -4.55 0.33 1.04
H -5.12 3.56 -2.37
H -6.49 2.45 -1.89
H -5.01 1.76 -2.54
H -6.10 3.62 0.70
H -2.18 0.62 -0.82
H -2.58 4.63 -1.18
H -6.59 -0.29 -1.41
F 1.46 2.67 1.02
C 1.37 1.41 0.65
C 0.17 0.78 0.77
C 0.14 -0.60 0.57
C -1.10 -1.31 0.42
O -2.20 -0.80 0.75
C -0.99 -2.48 -0.31
C 0.21 -3.18 -0.26
N 1.39 -2.69 0.20
C 2.58 -3.45 0.54
C 2.74 -4.90 0.23
C 3.70 -3.93 -0.37
C 1.35 -1.33 0.46
C 2.58 -0.60 0.29
C 2.61 0.76 0.31
N 3.77 1.52 0.42
C 4.90 0.91 1.07
C 6.18 1.17 0.36
N 6.41 2.65 0.28
C 5.26 3.29 -0.46
C 3.94 2.92 0.18
C -2.08 -2.99 -1.21
O -1.90 -4.01 -1.85
O -3.11 -2.18 -1.37
H -0.63 1.39 1.06
H 0.28 -4.12 -0.79
H 2.86 -3.20 1.58
H 2.00 -5.32 -0.45
H 2.98 -5.62 1.03
H 3.45 -3.72 -1.41
H 4.74 -3.88 -0.10
H 3.48 -1.19 0.16
H 4.90 -0.14 1.26
H 5.08 1.32 2.06
H 6.33 0.81 -0.64
H 6.97 0.68 0.94
H 7.31 2.90 -0.25
H 6.52 3.00 1.30
H 5.46 2.95 -1.52
H 5.47 4.38 -0.39
H 3.17 3.54 -0.32
H 3.94 3.40 1.17
O -3.74 -3.38 1.14
S -5.32 -3.59 1.27
O -5.65 -2.14 1.62
O -5.68 -4.61 2.15
S -5.73 -3.72 -0.64

## Properties
- energy above the lowest of the compared OMol25 structures with the same formula, charge and spin (eV) = 3.148
- total energy (a.u.) = -3507.49297
- charge = +1